1.
DFT (wB97M-V/def2-TZVPD) results for a structure of composition C3H5O3Sr in a non-equilibrium geometry.

The value obtained for the orbital gap (spin up / spin down) is 9.8 / 7.1 eV. For the highest occupied orbital energy (spin up / spin down), the calculation gives -18.42 / -18.48 eV. The molar mass is 176.69 g mol⁻¹. As for the total charge: +2. Its multiplicity is 2.

Element x y z (Å)
H (0.46, 1.29, -1.40)
C (-0.93, 1.13, -0.67)
C (0.06, 0.09, -1.08)
O (0.85, -0.31, -0.03)
C (1.28, -1.57, 0.16)
O (1.03, -1.70, 1.44)
H (-1.32, 1.77, -1.47)
H (-0.32, -0.74, -1.69)
H (1.42, -2.50, 1.84)
Sr (0.31, 0.42, 2.38)
O (-0.95, 1.51, 0.88)
H (-1.89, 0.63, -0.37)

***

2.
DFT (wB97M-V/def2-TZVPD) results for a structure of composition C26H43BaCl3N3O3Si in a non-equilibrium geometry.

The value obtained for the orbital gap is 6.1 eV. For the highest occupied orbital energy, the calculation gives -4.17 eV. The molar mass is 717.42 g mol⁻¹. As for the total charge: -1.

Element x y z (Å)
C (-1.58, -2.18, -3.69)
C (-1.17, -2.92, -2.46)
H (-2.03, -2.87, -4.41)
H (-0.72, -1.69, -4.18)
H (-2.31, -1.39, -3.45)
C (-0.69, -4.17, -2.48)
C (-0.50, -4.97, -3.73)
H (-0.49, -4.70, -1.55)
H (-0.19, -4.33, -4.57)
H (-1.40, -5.52, -4.01)
H (0.29, -5.70, -3.54)
Ba (0.82, 1.54, -0.56)
Cl (-2.19, 1.50, 0.55)
Cl (3.42, 1.67, -2.11)
H (0.80, 5.78, 4.15)
H (-1.31, 6.34, 3.74)
C (1.05, 5.29, 3.20)
C (-1.22, 6.16, 2.67)
N (-0.20, 5.15, 2.47)
H (1.50, 4.31, 3.40)
C (-0.27, 4.29, 1.45)
O (0.71, 3.63, 1.06)
H (-2.17, 5.78, 2.27)
H (-1.27, 4.20, 0.99)
H (1.77, 5.91, 2.66)
H (-0.96, 7.09, 2.15)
H (1.76, -1.13, -2.33)
H (2.73, -4.18, -1.48)
C (2.83, -1.37, -2.26)
C (3.56, -3.51, -1.22)
N (3.08, -2.14, -1.06)
H (3.41, -0.42, -2.19)
C (2.87, -1.67, 0.19)
O (2.30, -0.59, 0.45)
H (4.00, -3.83, -0.27)
H (3.26, -2.33, 0.98)
H (3.16, -1.96, -3.14)
H (4.31, -3.52, -2.02)
O (-0.33, -1.07, -1.29)
C (-1.20, -2.09, -1.18)
C (0.25, -3.45, 0.40)
C (-1.01, -2.93, 0.11)
H (1.08, -3.22, -0.27)
C (0.41, -4.24, 1.55)
H (-2.24, -1.69, -1.11)
C (-2.11, -3.24, 0.89)
H (1.43, -4.52, 1.84)
C (-0.70, -4.64, 2.29)
C (-1.97, -4.16, 1.94)
H (-3.06, -2.75, 0.66)
H (-0.58, -5.32, 3.14)
H (-2.84, -4.47, 2.50)
Si (-0.73, 3.26, -3.27)
Cl (-0.53, 1.12, -3.18)
C (0.95, 3.98, -2.89)
C (-1.95, 3.81, -1.98)
C (-1.10, 3.72, -5.02)
H (1.31, 3.82, -1.87)
H (0.86, 5.07, -3.04)
H (1.71, 3.59, -3.59)
H (-0.34, 3.29, -5.68)
H (-1.06, 4.81, -5.11)
H (-2.09, 3.37, -5.33)
H (-2.06, 3.06, -1.18)
H (-2.93, 3.97, -2.44)
H (-1.64, 4.76, -1.51)
N (-0.19, -0.48, 1.96)
C (-0.26, -0.41, 3.30)
C (0.82, -0.90, 4.09)
C (0.71, -0.85, 5.48)
C (-0.45, -0.35, 6.09)
C (-1.51, 0.14, 5.31)
C (-1.40, 0.14, 3.92)
H (-0.97, -0.08, 1.41)
H (0.65, -0.82, 1.50)
H (1.69, -1.32, 3.58)
H (1.54, -1.21, 6.09)
H (-0.53, -0.33, 7.18)
H (-2.42, 0.52, 5.77)
H (-2.18, 0.55, 3.27)

***

3.
DFT (wB97M-V/def2-TZVPD) results for a cluster of 6 separate species, C24H66N6O6 in total in a non-equilibrium geometry.

The value obtained for the orbital gap is 9.7 eV. For the highest occupied orbital energy, the calculation gives -9.08 eV. The molar mass is 534.83 g mol⁻¹. As for the total charge: 0. As for the structure (SMILES): COC[C@H](C)N.COC[C@H](C)N.COC[C@H](C)N.COC[C@H](C)N.COC[C@H](C)N.COC[C@H](C)N.

Element x y z (Å)
C (0.68, -9.81, 9.96)
O (0.20, -10.59, 8.87)
C (-0.55, -9.85, 7.92)
C (-1.02, -10.74, 6.75)
C (-1.26, -9.88, 5.52)
N (-2.24, -11.47, 7.06)
H (-0.01, -9.79, 10.81)
H (0.96, -8.79, 9.70)
H (1.63, -10.18, 10.35)
H (-1.38, -9.27, 8.31)
H (-0.01, -8.95, 7.62)
H (-0.24, -11.48, 6.59)
H (-1.39, -10.41, 4.58)
H (-0.37, -9.27, 5.34)
H (-2.02, -9.11, 5.62)
H (-2.80, -10.75, 7.48)
H (-2.03, -11.96, 7.91)
C (0.71, -2.17, 0.14)
O (0.32, -1.14, -0.75)
C (-0.55, -0.13, -0.19)
C (-0.48, 1.17, -0.95)
C (-0.97, 1.15, -2.42)
N (0.87, 1.59, -0.89)
H (1.14, -2.96, -0.48)
H (-0.16, -2.67, 0.56)
H (1.33, -1.79, 0.96)
H (-1.51, -0.65, -0.19)
H (-0.31, -0.03, 0.87)
H (-1.13, 1.95, -0.54)
H (-0.87, 2.16, -2.83)
H (-2.02, 0.93, -2.60)
H (-0.42, 0.36, -2.94)
H (1.27, 0.68, -1.10)
H (1.02, 1.57, 0.10)
C (6.11, 1.94, 6.10)
O (6.49, 2.69, 7.26)
C (5.49, 3.12, 8.15)
C (4.52, 4.16, 7.63)
C (5.28, 5.46, 7.38)
N (3.53, 4.51, 8.60)
H (6.84, 1.95, 5.29)
H (5.15, 2.26, 5.71)
H (6.03, 0.86, 6.21)
H (4.94, 2.27, 8.55)
H (6.06, 3.47, 9.01)
H (3.98, 3.90, 6.73)
H (6.07, 5.39, 6.63)
H (5.86, 5.74, 8.26)
H (4.70, 6.34, 7.11)
H (2.73, 3.92, 8.42)
H (3.17, 5.43, 8.35)
C (2.43, 7.81, -5.86)
O (3.32, 7.43, -6.93)
C (3.84, 6.12, -6.75)
C (4.88, 6.05, -5.61)
C (6.05, 6.99, -5.85)
N (5.42, 4.82, -5.32)
H (2.72, 7.37, -4.91)
H (1.41, 7.43, -5.90)
H (2.52, 8.88, -5.70)
H (3.06, 5.36, -6.67)
H (4.38, 6.02, -7.69)
H (4.41, 6.36, -4.68)
H (6.91, 6.99, -5.18)
H (5.75, 8.04, -5.84)
H (6.51, 6.79, -6.81)
H (4.61, 4.30, -5.01)
H (5.95, 4.92, -4.47)
C (-8.04, 2.84, 1.09)
O (-7.26, 3.65, 0.22)
C (-7.87, 4.91, -0.17)
C (-9.15, 4.71, -1.08)
C (-8.91, 3.94, -2.39)
N (-9.82, 5.90, -1.47)
H (-8.27, 3.34, 2.04)
H (-7.54, 1.90, 1.33)
H (-8.95, 2.50, 0.60)
H (-8.23, 5.40, 0.74)
H (-7.17, 5.55, -0.71)
H (-9.85, 4.17, -0.45)
H (-9.74, 3.84, -3.09)
H (-8.75, 2.88, -2.18)
H (-8.05, 4.36, -2.91)
H (-10.04, 6.55, -0.73)
H (-9.24, 6.48, -2.06)
C (0.04, -6.87, -7.00)
O (-0.63, -5.62, -6.71)
C (0.02, -4.32, -6.82)
C (0.18, -3.84, -8.27)
C (0.47, -2.36, -8.54)
N (-1.05, -4.28, -8.97)
H (0.69, -6.65, -7.84)
H (-0.67, -7.62, -7.34)
H (0.74, -7.22, -6.24)
H (-0.65, -3.63, -6.31)
H (0.96, -4.33, -6.28)
H (0.93, -4.45, -8.78)
H (1.26, -1.97, -7.90)
H (-0.36, -1.73, -8.24)
H (0.66, -2.07, -9.57)
H (-1.82, -3.64, -8.81)
H (-1.40, -5.11, -8.51)

***

4.
DFT (wB97M-V/def2-TZVPD) results for the molecule C4H8O.

The value obtained for the orbital gap (spin up / spin down) is 7.8 / 7.4 eV. For the highest occupied orbital energy (spin up / spin down), the calculation gives -8.34 / -8.06 eV. The molar mass is 72.11 g mol⁻¹. As for the total charge: 0.

Element x y z (Å)
C (-0.06, -0.47, -1.66)
C (0.59, -0.76, -0.45)
O (1.63, 0.73, 0.74)
C (0.50, 0.12, 0.94)
C (-0.76, 0.98, 0.97)
H (-0.30, -1.54, -0.64)
H (0.41, -0.62, -2.64)
H (-1.07, -0.07, -1.66)
H (1.55, -1.26, -0.52)
H (0.45, -0.64, 1.76)
H (-0.78, 1.66, 0.12)
H (-1.68, 0.38, 0.99)
H (-0.74, 1.59, 1.88)

***

5.
DFT (wB97M-V/def2-TZVPD) results for a structure of composition C35H27F6N5O2SSiTi in a non-equilibrium geometry.

The value obtained for the orbital gap (spin up / spin down) is 2.7 / 2.6 eV. For the highest occupied orbital energy (spin up / spin down), the calculation gives 0.55 / 0.58 eV. The molar mass is 771.64 g mol⁻¹. As for the total charge: -2.

Element x y z (Å)
Ti (1.14, -2.32, -1.18)
C (-1.31, 10.39, 3.93)
O (-1.39, 9.98, 2.58)
C (-1.10, 8.66, 2.32)
C (-0.75, 7.73, 3.28)
C (-0.47, 6.41, 2.89)
C (-0.54, 6.01, 1.57)
C (-0.90, 6.97, 0.61)
C (-1.17, 8.28, 0.98)
C (-0.27, 4.67, 1.12)
N (-0.31, 4.29, -0.13)
C (0.00, 2.95, -0.11)
C (0.22, 2.54, 1.16)
N (0.04, 3.64, 1.95)
C (0.55, 1.23, 1.55)
C (0.75, 0.81, 2.81)
C (1.06, -0.57, 3.01)
C (1.16, -1.40, 1.91)
N (0.99, -1.05, 0.63)
C (0.66, 0.32, 0.44)
C (0.43, 0.70, -0.86)
N (0.55, -0.33, -1.84)
C (0.31, 0.08, -3.11)
C (-0.04, 1.36, -3.50)
C (-0.15, 2.38, -2.51)
C (0.08, 2.04, -1.22)
H (-1.57, 11.45, 3.94)
H (-0.30, 10.26, 4.33)
H (-2.02, 9.84, 4.56)
H (-0.68, 7.99, 4.33)
H (-0.19, 5.70, 3.67)
H (-0.96, 6.67, -0.43)
H (-1.45, 9.02, 0.24)
H (0.13, 3.66, 2.96)
H (0.66, 1.49, 3.66)
H (1.22, -0.99, 4.01)
H (1.39, -2.45, 2.09)
H (0.41, -0.67, -3.88)
H (-0.20, 1.57, -4.56)
H (-0.42, 3.41, -2.77)
F (-1.12, -3.97, -7.62)
C (-0.26, -3.57, -6.66)
C (-0.68, -3.34, -5.37)
F (-1.98, -3.51, -5.07)
C (0.22, -2.96, -4.37)
F (-0.39, -2.72, -3.18)
C (1.58, -2.70, -4.62)
S (2.77, -1.98, -3.58)
C (1.96, -2.98, -5.95)
F (3.24, -2.81, -6.33)
C (1.09, -3.40, -6.94)
F (1.54, -3.63, -8.19)
C (-2.30, -5.45, 0.09)
Si (-1.54, -3.79, 0.58)
C (-2.05, -3.44, 2.34)
C (-2.33, -2.49, -0.50)
N (0.16, -3.70, 0.36)
C (1.05, -4.49, 0.98)
C (0.74, -5.56, 1.84)
C (1.68, -6.26, 2.58)
C (3.03, -5.94, 2.52)
C (3.40, -4.90, 1.67)
C (2.45, -4.25, 0.92)
F (2.89, -3.17, 0.19)
H (-3.40, -5.41, 0.21)
H (-1.92, -6.29, 0.68)
H (-2.08, -5.66, -0.97)
H (-3.15, -3.44, 2.45)
H (-1.67, -2.44, 2.63)
H (-1.63, -4.17, 3.06)
H (-3.42, -2.46, -0.33)
H (-2.16, -2.68, -1.57)
H (-1.92, -1.48, -0.26)
H (-0.31, -5.82, 1.96)
H (1.34, -7.07, 3.24)
H (3.77, -6.47, 3.11)
H (4.43, -4.57, 1.57)
O (1.43, -3.77, -1.85)

***

6.
DFT (wB97M-V/def2-TZVPD) results for a cluster of 3 separate species, C9H16N2O2 in total in a non-equilibrium geometry.

The value obtained for the orbital gap is 9.0 eV. For the highest occupied orbital energy, the calculation gives -9.73 eV. The molar mass is 184.24 g mol⁻¹. As for the total charge: 0.

Element x y z (Å)
C (-2.13, 0.44, -0.53)
C (-1.72, -0.59, -1.49)
C (-1.20, -1.78, -0.97)
C (-0.99, -0.78, 1.27)
C (2.76, -1.73, -0.87)
C (2.81, -0.47, -0.02)
C (2.05, 0.65, -0.44)
C (1.64, 1.67, 0.52)
C (0.85, 2.96, -0.09)
H (-1.85, 0.89, 1.46)
H (-2.03, -0.28, -2.48)
H (-1.23, -2.56, -1.60)
H (-0.82, -3.13, 0.69)
H (1.58, -1.84, -0.99)
H (3.27, -1.65, -1.99)
H (2.90, -2.66, -0.18)
H (3.89, -0.06, 0.21)
H (2.26, -0.70, 0.89)
H (2.82, 1.01, -1.17)
H (1.18, 0.21, -0.81)
H (2.46, 2.40, 0.79)
H (1.04, 1.34, 1.36)
H (-0.01, 2.67, -0.83)
H (0.08, 3.56, 0.82)
H (1.64, 3.78, -0.55)
N (-1.46, 0.41, 0.69)
N (-0.56, -1.79, 0.26)
O (-2.76, 1.45, -0.86)
O (-0.66, -0.89, 2.53)